ORCA calculation (ωB97M-V with the def2-TZVPD basis set) on the molecule C2H2O5.

Positions of all 9 atoms, in Å:
O  -1.28  1.20  -0.60
O  1.00  -0.78  1.47
O  -0.54  0.96  0.62
O  -0.27  -1.32  -0.36
O  1.80  1.46  -0.73
C  1.13  0.62  -0.38
C  0.46  -0.48  0.43
H  -0.41  -2.12  0.17
H  -1.90  0.45  -0.61

Its spin multiplicity is 1. The calculation puts the LUMO energy at -0.199 eV. The energy above the lowest of the compared OMol25 structures with the same formula, charge and spin is 111.7 kcal per mole. The HOMO-LUMO gap comes out at 10.0 eV. The total charge is 0.

=====

ORCA calculation (ωB97M-V with the def2-TZVPD basis set) on a structure of composition C16H33CrN3O2S5 at a distorted geometry.

Positions of all 60 atoms, in Å:
Cr  -0.45  0.59  0.03
S  -3.34  2.44  0.24
S  -1.88  -0.59  -1.70
S  1.96  0.20  -0.25
S  0.28  -2.52  -0.15
S  -0.16  2.16  -1.78
O  -2.21  1.40  0.47
O  0.42  1.73  1.55
N  -1.42  -2.11  3.11
N  -0.46  -0.24  2.03
N  -0.33  -0.36  4.26
C  -0.76  -0.96  3.16
C  -1.14  1.55  -3.19
C  -2.90  3.84  1.31
C  -1.78  -2.38  -1.96
C  0.12  0.89  2.43
C  -0.41  -2.98  -1.77
C  -1.19  0.05  -3.27
C  0.28  0.92  3.92
C  -1.68  4.56  0.78
C  -5.98  1.55  0.35
C  -0.47  -0.82  5.64
C  2.41  -1.20  -1.32
C  -4.74  1.75  1.20
C  2.50  1.63  -1.25
C  2.05  -2.47  -0.56
C  1.55  1.94  -2.39
H  -6.42  2.50  0.05
H  -1.34  -0.36  6.12
H  -2.14  1.97  -3.03
H  1.32  0.97  4.22
H  -0.59  -1.90  5.67
H  1.54  1.16  -3.15
H  2.58  -2.51  0.39
H  -1.84  4.93  -0.23
H  0.42  -0.56  6.20
H  1.89  -1.12  -2.27
H  2.56  2.45  -0.54
H  -2.50  -2.80  -1.26
H  -0.80  3.91  0.79
H  -0.21  -0.39  -3.44
H  -2.16  -2.58  -2.97
H  -0.72  2.00  -4.09
H  -0.48  -4.07  -1.81
H  3.50  1.41  -1.62
H  -1.62  -2.63  3.94
H  1.85  2.88  -2.85
H  -4.93  2.42  2.04
H  -6.73  1.02  0.95
H  -4.35  0.80  1.58
H  -1.46  5.42  1.42
H  -5.78  0.96  -0.54
H  -0.25  1.76  4.38
H  0.29  -2.66  -2.55
H  -1.86  -0.26  -4.08
H  -3.78  4.49  1.31
H  2.30  -3.36  -1.14
H  -2.75  3.44  2.32
H  3.49  -1.15  -1.48
H  -1.64  -2.51  2.21

Its spin multiplicity is 2. The calculation puts the LUMO energy (alpha / beta) at -10.622 / -9.927 eV. The energy above the lowest of the compared OMol25 structures with the same formula, charge and spin is 4.5 kcal per mole. The expectation value of S² is 0.77. The HOMO-LUMO gap (alpha / beta) comes out at 7.0 / 7.8 eV. The total charge is +3.

=====

ORCA calculation (ωB97M-V with the def2-TZVPD basis set) on a cluster of 6 separate species, C43H98IN7O10PS2 in total at a distorted geometry.

Positions of all 162 atoms, in Å:
I  -0.71  1.47  -5.69
S  -2.18  -3.64  0.57
S  -2.05  -1.58  2.64
P  -0.32  1.70  -0.68
O  -5.41  -2.21  9.19
O  0.16  6.98  2.25
O  2.38  -3.34  2.75
O  7.75  -0.13  -3.53
O  0.66  -0.93  -10.08
O  1.56  0.02  6.51
O  -0.42  -0.33  -3.33
O  -3.43  1.76  -2.54
O  -7.09  0.06  -4.96
O  8.50  1.59  -2.31
N  1.35  5.12  0.34
N  -2.16  2.10  -0.65
N  -2.55  -2.59  8.87
N  0.05  -3.08  1.98
N  -6.35  1.79  -2.73
N  0.70  -2.49  5.37
N  2.41  -0.70  -7.77
C  0.91  7.16  3.43
C  2.01  -0.05  -1.10
C  -1.31  -2.81  1.66
C  2.66  -2.97  -8.63
C  2.39  -1.11  6.56
C  8.58  -0.54  -1.27
C  2.90  -0.13  -2.35
C  6.25  -1.84  -4.25
C  1.21  -1.62  -11.18
C  -4.87  -2.60  7.94
C  4.00  -2.38  -3.02
C  0.07  0.09  1.74
C  6.38  -0.61  -3.41
C  2.36  -3.25  1.34
C  -3.22  -0.07  -1.04
C  -0.32  2.01  -2.61
C  0.44  -1.71  -8.91
C  -2.94  1.35  -1.49
C  3.16  6.49  1.22
C  -7.18  1.47  -5.06
C  0.79  7.44  1.06
C  1.66  -2.46  6.47
C  8.27  0.41  -2.39
C  -3.40  -2.21  7.73
C  -0.72  -0.40  2.97
C  -0.43  0.85  -3.53
C  0.90  -3.32  0.81
C  2.77  -1.45  -3.13
C  0.93  0.36  7.74
C  1.58  1.38  -0.70
C  1.64  -4.45  3.18
C  -3.19  -0.73  7.42
C  0.93  -2.85  7.75
C  1.84  6.50  0.46
C  -8.32  -0.61  -4.81
C  0.14  -4.26  2.84
C  -0.32  1.48  1.26
C  1.69  -1.94  -8.05
C  -5.83  -0.86  9.28
C  -2.47  3.52  -0.72
C  -7.33  2.21  -3.73
C  4.85  -2.48  -4.30
C  -8.74  2.11  -3.13
H  0.72  1.43  7.71
H  -8.60  -0.70  -3.76
H  1.97  -5.33  2.62
H  0.69  -3.91  7.73
H  -2.60  -3.60  8.99
H  5.01  -3.54  -4.49
H  -7.15  3.27  -3.94
H  -6.40  0.77  -2.67
H  2.77  0.75  -2.98
H  3.61  -3.38  -2.83
H  -0.28  -1.14  -8.32
H  -0.06  3.11  -0.53
H  4.59  -2.13  -2.14
H  -2.16  4.02  -1.64
H  2.04  6.87  -0.55
H  -4.94  -3.69  7.93
H  -8.90  1.14  -2.64
H  -1.20  0.47  3.42
H  -3.92  -0.36  6.71
H  2.58  -0.24  -8.66
H  -4.30  -0.22  -1.03
H  -8.88  2.87  -2.37
H  -5.50  -2.23  7.12
H  -0.04  -2.66  -9.18
H  2.94  -4.06  0.90
H  -6.61  -0.81  10.04
H  1.49  8.09  3.41
H  1.77  -0.07  -7.29
H  1.96  1.57  0.30
H  3.94  6.05  0.59
H  -0.04  -0.83  3.70
H  9.03  0.01  -0.45
H  -1.33  1.68  1.61
H  1.73  -4.59  4.25
H  -2.86  -0.21  -0.03
H  3.11  5.89  2.13
H  0.30  2.24  1.73
H  2.63  -0.43  -0.28
H  3.27  -2.55  -9.43
H  -3.55  3.64  -0.65
H  -0.46  -4.06  3.73
H  4.32  -2.10  -5.16
H  -2.03  4.05  0.12
H  1.33  -2.34  -7.09
H  2.11  2.08  -1.34
H  -8.19  -1.62  -5.20
H  -0.03  7.55  0.34
H  0.90  -1.09  -12.08
H  0.73  -2.58  0.04
H  0.10  -1.67  5.47
H  -0.02  -0.17  7.87
H  -2.20  -0.58  6.99
H  -6.24  -0.51  8.33
H  -5.01  -0.21  9.59
H  -3.05  -2.77  6.86
H  7.66  -0.98  -0.90
H  -9.51  2.24  -3.89
H  9.21  -1.36  -1.59
H  1.87  -1.99  -2.85
H  1.18  -0.74  -1.18
H  3.47  7.50  1.49
H  6.50  -1.53  -5.27
H  6.19  -0.81  -2.36
H  -1.11  2.69  -2.91
H  3.04  -1.07  7.45
H  0.99  4.84  1.25
H  2.14  -3.84  -9.02
H  2.30  -1.63  -11.15
H  0.53  5.10  -0.26
H  -7.98  1.75  -5.77
H  -9.12  -0.12  -5.37
H  0.84  -2.65  -11.23
H  -2.72  -0.79  -1.67
H  2.80  -2.29  1.11
H  3.05  -1.03  5.69
H  1.11  0.10  2.04
H  -3.24  -0.12  8.32
H  0.70  -4.32  0.41
H  0.20  7.21  4.26
H  -2.97  -2.22  9.71
H  1.20  8.45  1.23
H  -6.23  1.79  -5.51
H  0.60  2.53  -2.89
H  5.72  0.19  -3.73
H  1.58  6.32  3.62
H  2.43  -3.22  6.28
H  -0.65  0.30  -0.81
H  3.93  -0.07  -2.00
H  7.02  -2.56  -3.98
H  1.58  0.15  8.59
H  2.67  -1.20  -4.18
H  1.54  -2.67  8.64
H  0.00  -0.66  0.95
H  -5.41  1.96  -3.08
H  3.35  -3.31  -7.86
H  -0.01  -2.32  7.86
H  1.19  -2.34  4.49
H  -0.26  -5.13  2.31

Its spin multiplicity is 1. The calculation puts the LUMO energy at 1.978 eV. The HOMO-LUMO gap comes out at 6.9 eV. The total charge is -1.

=====

ORCA calculation (ωB97M-V with the def2-TZVPD basis set) on a structure of composition C30H50Cl2N3NdO4Si at a distorted geometry.

Positions of all 91 atoms, in Å:
Nd  1.35  0.82  0.21
Cl  3.38  2.42  -0.19
Cl  0.06  2.27  -1.62
Si  -0.04  4.44  -1.87
O  -0.31  -0.23  -1.67
O  0.84  -1.04  1.61
O  2.93  -0.78  -0.32
O  0.71  2.02  2.08
N  0.30  3.70  3.54
N  3.32  -1.44  -2.47
N  0.49  -3.02  2.67
C  2.76  -0.23  -3.08
C  -1.04  -1.28  -2.13
C  -1.69  -4.58  -0.34
C  -1.63  0.20  3.59
C  -0.18  -2.46  -4.17
C  3.72  -2.54  -3.36
C  3.47  -1.56  -1.15
C  -0.03  2.96  2.50
C  -1.89  -3.30  -0.87
C  -3.98  0.24  2.96
C  1.89  -3.16  3.08
C  -1.99  0.05  4.93
C  -0.86  4.83  -3.50
C  -1.05  5.03  -0.43
C  0.27  -2.56  -5.58
C  -1.18  -0.17  -4.40
C  -2.61  0.30  2.55
C  -0.43  4.92  3.85
C  0.10  -2.01  1.91
C  -4.33  0.09  4.30
C  -0.41  -4.12  3.03
C  1.46  3.38  4.38
C  0.48  -3.10  -1.25
C  1.69  5.10  -1.84
C  0.69  -4.36  -0.68
C  -3.34  -0.01  5.29
C  -0.40  -5.11  -0.25
C  -0.77  -1.38  -3.63
C  -0.81  -2.58  -1.36
C  -2.23  0.45  1.20
H  4.36  -3.22  -2.80
H  1.12  3.24  5.42
H  -0.80  4.89  4.88
H  -0.25  -6.11  0.16
H  2.40  -2.21  2.92
H  -1.00  3.19  2.03
H  -2.10  -0.99  -2.01
H  2.37  -3.96  2.51
H  -0.14  -5.04  2.49
H  -0.77  6.07  -0.20
H  -2.12  5.02  -0.67
H  4.25  -2.13  -4.23
H  4.09  -2.41  -0.82
H  -2.28  -0.15  -4.52
H  -0.90  0.75  -3.86
H  -1.73  4.19  -3.69
H  -1.21  -0.02  5.69
H  -2.55  -5.16  0.01
H  2.41  4.35  -1.49
H  -0.95  -2.04  1.56
H  1.30  -2.52  -1.68
H  -0.09  -3.38  -3.60
H  -0.15  4.72  -4.33
H  -1.27  5.01  3.16
H  0.60  -1.59  -6.00
H  -0.74  -0.15  -5.40
H  1.71  -4.74  -0.59
H  1.12  -3.26  -5.65
H  -0.58  0.25  3.30
H  -1.20  5.87  -3.49
H  3.07  0.66  -2.52
H  -5.38  0.05  4.58
H  1.98  5.45  -2.84
H  -4.75  0.32  2.19
H  -2.28  -0.40  0.52
H  1.94  2.47  4.02
H  -1.44  -3.85  2.77
H  -2.89  -2.86  -0.95
H  -0.33  -4.31  4.10
H  2.83  -3.09  -3.72
H  3.15  -0.17  -4.11
H  -0.89  4.43  0.48
H  2.17  4.21  4.36
H  1.66  -0.29  -3.11
H  0.23  5.80  3.74
H  1.73  5.96  -1.16
H  1.90  -3.44  4.14
H  -0.52  -2.95  -6.23
H  -2.17  1.45  0.75
H  -3.62  -0.13  6.34

Its spin multiplicity is 4. The calculation puts the LUMO energy (alpha / beta) at 0.307 / 0.308 eV. The expectation value of S² is 3.76. The HOMO-LUMO gap (alpha / beta) comes out at 4.4 / 4.4 eV. The total charge is 0.

=====

Repeat the fourth record exactly.
ORCA calculation (ωB97M-V with the def2-TZVPD basis set) on a structure of composition C30H50Cl2N3NdO4Si at a distorted geometry.

Positions of all 91 atoms, in Å:
Nd  1.35  0.82  0.21
Cl  3.38  2.42  -0.19
Cl  0.06  2.27  -1.62
Si  -0.04  4.44  -1.87
O  -0.31  -0.23  -1.67
O  0.84  -1.04  1.61
O  2.93  -0.78  -0.32
O  0.71  2.02  2.08
N  0.30  3.70  3.54
N  3.32  -1.44  -2.47
N  0.49  -3.02  2.67
C  2.76  -0.23  -3.08
C  -1.04  -1.28  -2.13
C  -1.69  -4.58  -0.34
C  -1.63  0.20  3.59
C  -0.18  -2.46  -4.17
C  3.72  -2.54  -3.36
C  3.47  -1.56  -1.15
C  -0.03  2.96  2.50
C  -1.89  -3.30  -0.87
C  -3.98  0.24  2.96
C  1.89  -3.16  3.08
C  -1.99  0.05  4.93
C  -0.86  4.83  -3.50
C  -1.05  5.03  -0.43
C  0.27  -2.56  -5.58
C  -1.18  -0.17  -4.40
C  -2.61  0.30  2.55
C  -0.43  4.92  3.85
C  0.10  -2.01  1.91
C  -4.33  0.09  4.30
C  -0.41  -4.12  3.03
C  1.46  3.38  4.38
C  0.48  -3.10  -1.25
C  1.69  5.10  -1.84
C  0.69  -4.36  -0.68
C  -3.34  -0.01  5.29
C  -0.40  -5.11  -0.25
C  -0.77  -1.38  -3.63
C  -0.81  -2.58  -1.36
C  -2.23  0.45  1.20
H  4.36  -3.22  -2.80
H  1.12  3.24  5.42
H  -0.80  4.89  4.88
H  -0.25  -6.11  0.16
H  2.40  -2.21  2.92
H  -1.00  3.19  2.03
H  -2.10  -0.99  -2.01
H  2.37  -3.96  2.51
H  -0.14  -5.04  2.49
H  -0.77  6.07  -0.20
H  -2.12  5.02  -0.67
H  4.25  -2.13  -4.23
H  4.09  -2.41  -0.82
H  -2.28  -0.15  -4.52
H  -0.90  0.75  -3.86
H  -1.73  4.19  -3.69
H  -1.21  -0.02  5.69
H  -2.55  -5.16  0.01
H  2.41  4.35  -1.49
H  -0.95  -2.04  1.56
H  1.30  -2.52  -1.68
H  -0.09  -3.38  -3.60
H  -0.15  4.72  -4.33
H  -1.27  5.01  3.16
H  0.60  -1.59  -6.00
H  -0.74  -0.15  -5.40
H  1.71  -4.74  -0.59
H  1.12  -3.26  -5.65
H  -0.58  0.25  3.30
H  -1.20  5.87  -3.49
H  3.07  0.66  -2.52
H  -5.38  0.05  4.58
H  1.98  5.45  -2.84
H  -4.75  0.32  2.19
H  -2.28  -0.40  0.52
H  1.94  2.47  4.02
H  -1.44  -3.85  2.77
H  -2.89  -2.86  -0.95
H  -0.33  -4.31  4.10
H  2.83  -3.09  -3.72
H  3.15  -0.17  -4.11
H  -0.89  4.43  0.48
H  2.17  4.21  4.36
H  1.66  -0.29  -3.11
H  0.23  5.80  3.74
H  1.73  5.96  -1.16
H  1.90  -3.44  4.14
H  -0.52  -2.95  -6.23
H  -2.17  1.45  0.75
H  -3.62  -0.13  6.34

Its spin multiplicity is 4. The calculation puts the LUMO energy (alpha / beta) at 0.307 / 0.308 eV. The expectation value of S² is 3.76. The HOMO-LUMO gap (alpha / beta) comes out at 4.4 / 4.4 eV. The total charge is 0.

=====

- Which formula does entry 4 have?
  C30H50Cl2N3NdO4Si

=====

- Which formula does entry 2 have?
  C16H33CrN3O2S5

=====

- total charge of number 1 (C2H2O5)?
  0